<w>
Below is a single C24H30N2O4 molecule, with properties calculated with ωB97M-V/def2-TZVPD.

Each line ends with the Löwdin charge.
Atoms and positions in Å:
C 3.0058 1.1851 -2.1832  -0.053
C 2.2565 0.4400 -3.2731  -0.197
O 1.7733 -0.8105 -2.7627  0.013
C 0.5117 -1.1432 -2.9596  -0.480
O -0.2888 -0.4634 -3.5633  0.069
C 0.2084 -2.4949 -2.3467  -0.067
C -0.8022 -2.4215 -1.1922  -0.149
C -2.2709 -2.4048 -1.6274  -0.159
N -2.6579 -1.1693 -2.2656  0.081
C -3.2894 -0.1899 -1.5943  -0.513
O -3.6961 -0.3190 -0.4499  0.032
C -3.4621 1.0996 -2.3794  -0.098
C -2.8277 2.2761 -1.6286  -0.161
C -1.3599 2.0211 -1.2981  -0.160
N -1.2273 1.2586 -0.0695  0.099
C -0.0716 1.2244 0.6120  -0.458
O 0.9313 1.7965 0.2261  0.056
C -0.1239 0.4032 1.9075  -0.139
C 0.5809 -0.9141 1.7054  -0.213
C 1.8078 -0.9805 1.0537  -0.037
C 2.4351 -2.1984 0.8646  -0.071
C 1.8534 -3.3634 1.3363  -0.093
C 0.6389 -3.3036 1.9983  -0.091
C 0.0045 -2.0867 2.1781  -0.036
C 0.4630 1.2509 3.0181  -0.170
C -0.2032 2.4204 3.3687  -0.032
C 0.2914 3.2433 4.3625  -0.081
C 1.4603 2.9059 5.0243  -0.094
C 2.1261 1.7428 4.6829  -0.077
C 1.6329 0.9200 3.6842  -0.017
H 3.4317 2.0938 -2.5987  0.080
H 2.3356 1.4529 -1.3696  0.045
H 3.8082 0.5648 -1.7927  0.078
H 1.4074 1.0231 -3.6424  0.115
H 2.9187 0.2010 -4.1124  0.126
H 1.1490 -2.9010 -1.9752  0.114
H -0.1782 -3.1483 -3.1323  0.129
H -0.6521 -3.2958 -0.5576  0.109
H -0.5965 -1.5387 -0.5852  0.102
H -2.4684 -3.2337 -2.3143  0.123
H -2.9058 -2.5145 -0.7443  0.121
H -2.1459 -0.9301 -3.1066  0.108
H -4.5311 1.2857 -2.4996  0.124
H -3.0087 1.0014 -3.3656  0.114
H -2.9069 3.1706 -2.2478  0.113
H -3.3770 2.4552 -0.7024  0.118
H -0.8774 1.4854 -2.1251  0.111
H -0.8185 2.9616 -1.1529  0.127
H -2.0389 0.7432 0.2424  0.111
H -1.1743 0.2050 2.1509  0.151
H 2.2636 -0.0718 0.6925  0.112
H 3.3845 -2.2372 0.3506  0.106
H 2.3459 -4.3142 1.1924  0.101
H 0.1822 -4.2074 2.3753  0.104
H -0.9463 -2.0477 2.6905  0.119
H -1.1160 2.6878 2.8542  0.119
H -0.2356 4.1501 4.6214  0.102
H 1.8487 3.5473 5.8016  0.099
H 3.0380 1.4715 5.1950  0.102
H 2.1638 0.0153 3.4287  0.110

As for the molecular weight: 410.5 g/mol. As for the spin multiplicity: 1. The charge is 0. The value obtained for the orbital gap is 9.7417 eV.

---

<x>
Below is a single C24H30N2O4 molecule, with properties calculated with ωB97M-V/def2-TZVPD.

Each line ends with the Löwdin charge.
Atoms and positions in Å:
C -4.1467 3.1949 0.5444  -0.085
O -4.0859 1.9666 1.2267  -0.082
C -3.6155 0.8735 0.5646  -0.292
C -3.6213 -0.3235 1.2847  -0.007
C -3.1668 -1.4892 0.7069  -0.041
C -2.6925 -1.5029 -0.6022  -0.245
C -2.1708 -2.7669 -1.2210  -0.129
C -0.7386 -3.0768 -0.7515  -0.157
N 0.1726 -1.9879 -1.0259  0.085
C 0.5968 -1.7199 -2.2778  -0.475
O 0.3246 -2.4159 -3.2332  0.075
C 1.4967 -0.4884 -2.3963  -0.191
C 2.7723 -0.6560 -1.5735  -0.131
C 3.6391 0.5709 -1.8069  -0.075
C 2.9400 1.8232 -1.3240  -0.463
O 3.5612 2.7775 -0.8929  0.043
N 1.5874 1.8082 -1.3723  -0.048
C 0.8650 2.9132 -0.7756  -0.127
C 0.0614 2.4925 0.4733  -0.109
C 0.7506 1.4020 1.2469  -0.224
C 0.0977 0.2085 1.5128  -0.044
C 0.7315 -0.8333 2.1764  -0.026
C 2.0530 -0.6919 2.5806  -0.278
O 2.7843 -1.6499 3.2154  -0.082
C 2.1714 -2.8814 3.5060  -0.088
C 2.7100 0.5151 2.3300  0.014
C 2.0664 1.5454 1.6808  -0.020
C 0.7563 0.7898 -1.9822  -0.087
C -2.6854 -0.3103 -1.3087  -0.040
C -3.1407 0.8704 -0.7422  -0.032
H -4.7851 3.1314 -0.3427  0.097
H -3.1508 3.5451 0.2526  0.086
H -4.5810 3.9016 1.2495  0.095
H -3.9928 -0.3079 2.2971  0.120
H -3.1870 -2.4073 1.2764  0.118
H -2.1542 -2.6715 -2.3069  0.112
H -2.8086 -3.6112 -0.9541  0.118
H -0.3794 -3.9613 -1.2848  0.124
H -0.7222 -3.2686 0.3227  0.114
H 0.3578 -1.3340 -0.2796  0.093
H 1.7812 -0.4218 -3.4513  0.151
H 2.5414 -0.7399 -0.5090  0.113
H 3.2968 -1.5612 -1.8835  0.129
H 4.5870 0.5030 -1.2718  0.126
H 3.8658 0.6817 -2.8703  0.130
H 1.6212 3.6528 -0.5068  0.118
H 0.1909 3.3549 -1.5177  0.126
H -0.0670 3.3741 1.1057  0.124
H -0.9324 2.1441 0.1839  0.082
H -0.9350 0.0833 1.2169  0.096
H 0.1791 -1.7392 2.3737  0.100
H 1.3077 -2.7558 4.1672  0.096
H 1.8597 -3.4015 2.5936  0.093
H 2.9291 -3.4749 4.0150  0.094
H 3.7319 0.6181 2.6579  0.123
H 2.5967 2.4663 1.4967  0.119
H 0.2670 1.2265 -2.8646  0.140
H -0.0357 0.5426 -1.2674  0.098
H -2.3269 -0.3007 -2.3283  0.119
H -3.1295 1.7735 -1.3331  0.107

As for the molecular weight: 410.5 g/mol. As for the spin multiplicity: 1. The charge is 0. The value obtained for the orbital gap is 9.1649 eV.

---

Which one sits at the top of the stability order? <w> does.